(1)
Density functional theory data (wB97M-V/def2-TZVPD) for a molecular structure, C4H5NO in a non-equilibrium geometry.

Calculated values
Orbital gap (alpha / beta), hartree: 0.28377 / 0.28388
LUMO level (alpha / beta), eV: -0.49 / -0.49
Energy above the lowest of the compared OMol25 structures with the same formula, charge and spin, eV: 7.118
Electronic energy, eV: -7759.409

Geometry as XYZ:
```
11
C4H5NO wB97M-V/def2-TZVPD
H -1.238 2.698 0.145
O -0.272 -1.985 -0.355
H 0.123 1.580 -0.941
N -0.018 1.165 -0.045
C -0.847 1.815 0.730
H 1.406 -0.116 0.804
H 1.603 -1.569 -1.164
C -0.538 -1.117 0.546
C 0.521 -0.167 0.156
C 0.629 -1.066 -1.119
H -1.369 -1.238 1.244
```

How is the electron density shared among the atoms? According to natural (NBO), the charges in e are: H 0.1102; O -0.3260; H 0.3903; N -0.5464; C -0.1312; H 0.2526; H 0.1420; C 0.3379; C -0.2208; C -0.2192; H 0.2105

---

(2)
Density functional theory data (wB97M-V/def2-TZVPD) for a single C8H14N2O2S2 molecule in a non-equilibrium geometry.

Calculated values
Orbital gap (alpha / beta), hartree: 0.26759 / 0.23373
LUMO level (alpha / beta), eV: 0.82 / -2.73
Electronic energy, eV: -37261.932
2S+1: 3

Geometry as XYZ:
```
28
C8H14N2O2S2 wB97M-V/def2-TZVPD
H 2.853 0.924 -1.443
N -1.866 -0.120 -0.852
H -4.341 1.102 2.590
O -0.863 2.058 -0.214
S -3.490 0.392 -0.905
C 0.545 0.057 1.277
H 1.640 -1.739 -0.147
C -4.195 0.634 1.585
H -0.480 -0.116 1.701
H -5.320 -1.407 1.547
H 1.194 -0.816 1.549
H 3.614 -0.222 -0.269
H 0.741 2.195 1.510
C 2.909 -0.147 -1.119
S -0.584 0.848 -0.971
H -3.292 2.301 0.896
H -4.744 -1.843 -0.603
C -4.391 -0.931 -0.149
O -0.090 0.881 -2.321
N 0.637 0.121 -0.153
C -4.633 -0.687 1.167
H 1.347 1.318 2.901
H 0.930 -1.238 -1.694
C 1.199 1.318 1.839
C 1.482 -0.855 -0.830
H 2.272 1.228 1.555
C -3.708 1.375 0.585
H 3.423 -0.863 -1.808
```

How is the electron density shared among the atoms? According to natural (NBO), the charges in e are: H 0.2342; N -0.7671; H 0.2348; O -0.9345; S 0.9622; C -0.2210; H 0.1950; C -0.2492; H 0.2092; H 0.2301; H 0.1998; H 0.2065; H 0.2326; C -0.6283; S 2.3932; H 0.2593; H 0.2456; C -0.5116; O -0.8946; N -0.6927; C -0.2534; H 0.2070; H 0.2266; C -0.6116; C -0.2081; H 0.1997; C -0.4765; H 0.2127

---

(3)
Density functional theory data (wB97M-V/def2-TZVPD) for a molecular structure, C21H28ClMnN4SSe.

Calculated values
Orbital gap (alpha / beta), hartree: 0.26561 / 0.29273
LUMO level (alpha / beta), eV: -2.24 / -2.31
Net charge: +1
Energy above the lowest of the compared OMol25 structures with the same formula, charge and spin, eV: 0.000
Electronic energy, eV: -148212.591
2S+1: 6

Geometry as XYZ:
```
57
C21H28ClMnN4SSe wB97M-V/def2-TZVPD
Cl 0.672 -0.217 4.871
C 1.707 -1.821 -0.566
H 1.642 -3.744 0.470
C 3.090 3.683 -1.368
H 4.586 3.738 -4.416
C -1.985 -2.414 -0.728
C 1.737 2.612 -3.078
H 2.839 -2.629 1.057
C -1.999 -0.411 4.731
H -0.398 -4.155 1.210
C 1.937 3.020 -1.761
H -4.140 -0.518 4.716
H 1.196 1.115 2.594
H 0.519 0.650 -4.737
C -0.545 -2.622 -1.200
H -1.090 1.064 -4.085
H 3.249 3.998 -0.347
H -0.663 -3.940 2.919
H -0.115 -3.502 -0.730
C 4.028 3.925 -2.355
H 2.195 -2.349 -1.395
C -0.103 1.448 -4.331
C -0.049 1.992 -1.892
Mn -0.656 -0.090 0.693
C 3.825 3.522 -3.680
H 0.621 2.734 -0.081
N -2.071 -1.826 0.622
H -2.732 -3.575 1.620
H -2.521 -3.369 -0.778
N 0.807 2.617 -1.065
H -0.558 -2.833 -2.273
H -4.340 0.967 2.718
Se -1.706 1.295 -1.392
H -1.883 -1.002 5.629
C -0.865 0.085 4.113
C -3.368 0.686 3.103
H -2.277 -2.208 2.643
C -2.227 1.180 2.492
H -2.326 1.869 1.657
H 0.115 2.303 1.782
N 0.319 -1.466 -0.893
C 2.677 2.857 -4.070
C -1.995 -2.772 1.751
S 0.737 -2.208 2.065
H -2.976 -1.371 0.701
C -0.921 0.881 2.950
H 4.941 4.442 -2.099
N 0.501 1.971 -3.121
C -3.260 -0.133 4.221
H -0.195 2.247 -5.065
C -0.628 -3.408 1.967
H 2.248 -0.885 -0.408
H 0.318 -0.839 -1.692
C 1.815 -2.691 0.687
H -2.484 -1.723 -1.408
H 2.525 2.549 -5.095
C 0.231 1.270 2.125
```

How is the electron density shared among the atoms? According to natural (NBO), the charges in e are: Cl 0.0037; C -0.2269; H 0.2261; C -0.2149; H 0.2330; C -0.2375; C 0.1561; H 0.2551; C -0.2434; H 0.2193; C 0.1060; H 0.2289; H 0.2409; H 0.2159; C -0.2388; H 0.2497; H 0.2381; H 0.2513; H 0.2034; C -0.1885; H 0.2000; C -0.4184; C 0.2862; Mn 1.1229; C -0.1948; H 0.4481; N -0.6915; H 0.2015; H 0.2071; N -0.5310; H 0.2150; H 0.2244; Se -0.2426; H 0.2362; C 0.0288; C -0.1891; H 0.2345; C -0.3013; H 0.2250; H 0.1924; N -0.6888; C -0.2298; C -0.2384; S 0.2753; H 0.3984; C -0.1049; H 0.2335; N -0.3632; C -0.2488; H 0.2284; C -0.5382; H 0.2134; H 0.3865; C -0.5436; H 0.2227; H 0.2329; C -0.9660

---

(4)
Density functional theory data (wB97M-V/def2-TZVPD) for a molecular structure, C23H41ClP2Pt in a non-equilibrium geometry.

Calculated values
Orbital gap (alpha / beta), hartree: 0.14771 / 0.12077
LUMO level (alpha / beta), eV: -8.44 / -8.89
Net charge: +2
Energy above the lowest of the compared OMol25 structures with the same formula, charge and spin, eV: 6.115
Electronic energy, eV: -58836.133
2S+1: 5

Geometry as XYZ:
```
68
C23H41ClP2Pt wB97M-V/def2-TZVPD
H 0.489 -1.827 -4.154
H -2.120 -2.988 1.592
H -3.076 -1.613 2.292
H -0.065 -3.388 0.853
C 0.864 -0.193 -2.820
C 1.408 1.108 -2.869
H -2.498 -1.914 0.066
H -0.885 1.681 -5.160
H -1.520 -0.984 5.883
H -3.613 0.310 -0.092
H -1.782 -0.744 -4.969
Cl -0.488 1.215 1.573
H -3.283 -1.677 -1.606
C -2.859 1.016 -0.473
H 1.315 -0.958 -2.149
H -3.232 1.637 -1.305
H -1.805 0.567 5.123
H 1.343 3.056 -3.821
C 1.166 0.203 5.129
P 1.791 1.560 -0.831
C 1.275 -0.891 2.817
H -1.569 -2.479 -1.456
H 3.106 -1.644 3.629
C -2.312 -1.730 -1.044
H 1.354 1.641 -4.924
H 3.639 0.327 0.265
H -0.327 2.579 -0.082
P -1.699 -0.051 -1.274
H 2.235 0.416 5.049
H 2.648 3.529 0.090
H 3.151 2.109 1.144
C -1.816 0.316 -3.014
H 2.974 -0.711 -0.981
H 4.026 0.646 -1.454
C 0.587 -0.428 3.950
C 2.742 -1.046 2.759
H 3.085 -1.566 1.845
H -2.116 2.374 -2.652
C -1.345 -0.782 -3.962
C 0.285 -1.592 1.995
H -0.013 3.040 -1.883
H -1.670 -1.728 -3.505
C -0.981 -1.533 2.699
Pt 0.284 -0.235 -0.571
C 2.327 2.594 0.590
H -2.903 0.276 -2.975
H -0.826 3.253 -4.330
H 2.542 1.343 -2.831
C 0.270 2.476 -1.009
H 0.478 -0.217 -4.943
H -2.759 -0.830 4.663
C -0.785 -0.796 3.867
H 1.670 -2.924 1.001
C 0.689 -2.911 1.486
H -2.470 1.566 0.396
C -1.430 1.683 -3.127
H 3.239 -0.062 2.833
H -2.494 -2.929 3.313
H 0.816 -3.627 2.330
C 0.172 -0.776 -4.044
H 1.456 2.749 1.263
C 3.233 0.330 -0.763
C -0.608 2.180 -4.212
C -1.756 -0.507 4.927
C 0.924 2.045 -3.974
H 0.680 1.156 5.360
H 1.053 -0.408 6.034
C -2.213 -2.295 2.441
```

How is the electron density shared among the atoms? According to natural (NBO), the charges in e are: H 0.2618; H 0.2074; H 0.2218; H 0.2175; C -0.2193; C -0.4024; H 0.2994; H 0.2409; H 0.2510; H 0.2817; H 0.2645; Cl -0.4593; H 0.2775; C -1.0385; H 0.2149; H 0.2592; H 0.2439; H 0.2477; C -0.6768; P 1.3082; C -0.1110; H 0.2706; H 0.2462; C -1.0392; H 0.2576; H 0.2810; H 0.2537; P 1.4469; H 0.2326; H 0.2675; H 0.2513; C -0.6494; H 0.2451; H 0.2844; C 0.0912; C -0.6587; H 0.2062; H 0.2077; C -0.3985; C 0.0517; H 0.2094; H 0.2245; C -0.1128; Pt 0.5272; C -0.9858; H 0.2627; H 0.2551; H 0.3168; C -0.5966; H 0.2433; H 0.2312; C 0.0797; H 0.2185; C -0.6957; H 0.3232; C -0.0958; H 0.2199; H 0.2545; H 0.2651; C -0.4569; H 0.3060; C -0.9567; C -0.4890; C -0.6714; C -0.4513; H 0.2459; H 0.2508; C -0.6599